No. 1
C6H19BrN5O3Y as an isolated structure in a non-equilibrium geometry, computed with wB97M-V/def2-TZVPD.

```
35
C6H19BrN5O3Y (wB97M-V/def2-TZVPD)
Y 1.3690 -4.6557 -4.9772
Br -1.7952 -3.2038 -1.9422
C -7.7803 -4.5905 -4.3074
O -7.2180 -4.6402 -5.3757
N -7.2214 -4.6837 -3.0979
N -9.0926 -4.5207 -4.1704
H -7.8287 -4.8071 -2.3003
H -6.2394 -4.4737 -2.9899
H -9.4280 -4.7055 -3.2358
H -9.6339 -4.5771 -5.0213
C 0.1278 -4.8294 4.1563
O 0.1616 -5.2046 5.3458
N -0.6120 -3.8410 3.8051
N 0.5870 -5.3633 3.1304
H -1.2180 -3.3365 4.4362
H -0.7947 -3.8976 2.8133
H 1.1804 -6.1805 3.1411
H 0.6022 -4.8303 2.2726
C 5.2798 4.9656 -0.4739
C 4.1284 5.7862 0.2063
C 3.1170 5.0958 1.0669
O 2.5327 4.0887 0.1351
C 2.0490 2.9722 0.7373
N 4.8453 6.8083 1.0176
H 5.7638 4.2509 0.1917
H 6.1171 5.4440 -0.9821
H 4.8089 4.2397 -1.1368
H 3.6178 6.3237 -0.5927
H 2.2904 5.7710 1.2885
H 3.6172 4.7416 1.9682
H 1.6875 2.2256 0.0303
H 1.2373 3.3330 1.3690
H 2.8348 2.4495 1.2828
H 5.4447 7.4324 0.4968
H 5.4627 6.4126 1.7121
```

Output
E ... -3350.88763 Ha
Net charge ... +2
Molar mass ... 378.06 g/mol
Multiplicity ... 1
Largest force on an atom ... 0.173 hartree/bohr
HOMO level ... -13.00 eV
Energy above the lowest of the compared OMol25 structures with the same formula, charge and spin ... 276.4 kcal per mole
LUMO level ... -11.84 eV

No. 2
C6H19CsN5O3 as an isolated structure in a non-equilibrium geometry, computed with wB97M-V/def2-TZVPD.

```
34
C6H19CsN5O3 (wB97M-V/def2-TZVPD)
Cs -21.1047 -23.9968 -24.3644
C -22.7776 -22.4540 -27.0275
C -23.3067 -21.0300 -26.8813
C -22.1995 -20.0279 -27.2318
O -21.1879 -20.2318 -26.2637
C -20.2094 -19.2296 -26.2332
N -24.4890 -20.8492 -27.6907
H -21.8468 -22.5203 -26.4669
H -22.4861 -22.6573 -28.0585
H -23.5316 -23.1325 -26.6248
H -23.4830 -20.8428 -25.8126
H -22.6051 -19.0178 -27.1109
H -21.8095 -20.2018 -28.2376
H -20.5914 -18.2973 -25.7913
H -19.8355 -18.9748 -27.2313
H -19.3770 -19.5449 -25.6060
H -25.1272 -21.6298 -27.6472
H -25.0020 -20.0137 -27.4428
C -17.5748 -24.9317 -22.5259
O -18.7243 -24.4895 -22.6680
N -16.6081 -24.1876 -21.9075
N -17.2075 -26.1824 -22.9275
H -16.9022 -23.3467 -21.4520
H -15.7193 -24.6065 -21.7135
H -16.2761 -26.5363 -22.8731
H -17.9696 -26.7175 -23.3024
C -22.6902 -26.5592 -26.8297
O -21.7042 -26.1612 -26.2035
N -23.7130 -27.2682 -26.2798
N -22.7897 -26.3687 -28.1818
H -24.5399 -27.4660 -26.8090
H -23.7538 -27.3291 -25.2797
H -22.0631 -25.8743 -28.6602
H -23.6945 -26.4506 -28.6062
```

Output
E ... -759.56064 Ha
Net charge ... +1
Molar mass ... 342.15 g/mol
Multiplicity ... 1
Largest force on an atom ... 0.023 hartree/bohr
HOMO level ... -11.70 eV
Energy above the lowest of the compared OMol25 structures with the same formula, charge and spin ... 0.0 kcal per mole
LUMO level ... -2.58 eV

No. 3
C6H19LiN2O6 as an isolated structure in a non-equilibrium geometry, computed with wB97M-V/def2-TZVPD.

```
34
C6H19LiN2O6 (wB97M-V/def2-TZVPD)
Li -15.5906 -9.7471 7.6998
C -18.5822 -9.7966 7.2486
O -17.5153 -10.3576 7.9642
H -18.6841 -10.2477 6.2616
H -19.4837 -9.7686 7.8607
H -18.4876 -8.7561 6.9379
C -13.3088 -9.3336 6.2361
C -12.7750 -9.7772 7.6577
O -13.7580 -9.5646 8.6641
O -14.7085 -9.7217 5.8561
H -12.5877 -9.7441 5.5292
H -13.3173 -8.2437 6.2247
H -11.8536 -9.2388 7.8796
H -12.6485 -10.8579 7.7230
H -13.6012 -9.9859 9.5123
H -14.8963 -9.3259 5.0019
C -14.6250 -13.8275 9.9484
C -15.7990 -12.8481 9.8521
O -15.4804 -11.4780 10.0723
O -13.5999 -13.3257 9.1655
H -14.8745 -14.8736 9.7709
H -14.2425 -13.8008 10.9687
H -16.6470 -13.2263 10.4231
H -16.2832 -12.7581 8.8797
H -16.1811 -10.9252 9.7186
H -13.3879 -12.4664 9.5373
C -15.8120 -6.5675 7.7953
O -15.6838 -7.7079 7.5516
N -14.8443 -5.8681 8.4201
N -16.7580 -5.9545 7.2138
H -14.9493 -4.8821 8.6118
H -14.2962 -6.5034 8.9823
H -17.3248 -6.5188 6.5971
H -16.8412 -4.9485 7.1791
```

Output
E ... -808.46971 Ha
Molar mass ... 222.17 g/mol
Multiplicity ... 1
Largest force on an atom ... 0.122 hartree/bohr
HOMO level ... -6.53 eV
Energy above the lowest of the compared OMol25 structures with the same formula, charge and spin ... 17.0 kcal per mole
LUMO level ... 0.18 eV

No. 4
A 2-piece molecular cluster, C6H19N3Si overall in a non-equilibrium geometry, computed with wB97M-V/def2-TZVPD.

```
29
C6H19N3Si (wB97M-V/def2-TZVPD)
C -1.2798 -0.5620 2.3284
C -2.2521 0.9854 -0.6056
C -0.3795 1.8172 -1.9403
C 2.0550 -2.0775 -0.4580
C 0.8176 -1.5755 -2.4691
C 1.3315 2.3120 3.0804
N -0.7621 -1.0036 1.0033
N -0.8065 0.8474 -0.9973
N 0.9543 -1.4433 -1.0238
Si 0.2306 -0.1807 -0.0956
H -2.0316 0.3064 2.1288
H -1.8676 -1.4303 2.8600
H -0.3464 -0.3037 3.0321
H -2.7668 0.0423 -0.6684
H -2.4269 1.1330 0.4863
H -2.7397 1.6086 -1.3510
H 0.6299 1.5824 -2.2856
H -1.0542 1.8036 -2.7776
H -0.2535 2.8260 -1.5202
H 2.7090 -1.5151 0.2261
H 1.6333 -2.9082 0.2252
H 2.7625 -2.4433 -1.1406
H -0.0529 -0.8892 -2.7568
H 1.6778 -1.2599 -2.9720
H 0.3706 -2.5868 -2.6812
H 0.9619 1.7990 3.8795
H 2.2203 1.9079 2.5718
H 0.8970 3.0750 2.6275
H -0.2317 -1.8669 1.2938
```

Output
E ... -693.60650 Ha
Molar mass ... 161.33 g/mol
Multiplicity ... 1
Largest force on an atom ... 0.088 hartree/bohr
HOMO level (spin up / spin down) ... -8.37 / -6.22 eV
Energy above the lowest of the compared OMol25 structures with the same formula, charge and spin ... 58.8 kcal per mole
LUMO level (spin up / spin down) ... 0.09 / 0.31 eV

No. 5
A 3-piece molecular cluster, C6H19N4 overall in a non-equilibrium geometry, computed with wB97M-V/def2-TZVPD.

```
29
C6H19N4 (wB97M-V/def2-TZVPD)
C -1.7008 -0.4379 0.0635
C 0.9931 -4.2519 1.6113
C 2.2954 2.4766 -0.4877
C -1.6640 3.0897 -0.4091
C -0.5142 1.8671 -2.0830
C -0.3363 0.1036 0.3294
N 0.5013 -0.7451 0.8280
N 0.2119 -3.6447 0.4764
N -0.1974 1.3524 0.1136
N -0.8090 1.9996 -0.8701
H -1.9499 -1.2331 0.8265
H -2.4496 0.4305 0.1038
H -1.8400 -0.7485 -1.0004
H 1.1284 -3.4860 2.3902
H 0.2731 -4.9726 2.1081
H 1.9527 -4.7860 1.5119
H 1.8676 3.4437 -0.6706
H 2.6855 2.0481 -1.4006
H 1.6293 1.7350 0.0309
H -1.6150 3.0281 0.7527
H -1.5660 4.1171 -0.8398
H -2.6916 2.7700 -0.5706
H 3.1383 2.7472 0.1454
H 0.1150 1.0243 -2.2649
H -1.0603 2.5201 -2.8655
H 0.2930 -1.7378 1.0326
H 1.4209 -0.5963 0.8785
H -0.8122 -3.9615 0.5181
H 0.7009 -4.1517 -0.2588
```

Output
E ... -458.65986 Ha
Net charge ... +1
Molar mass ... 147.25 g/mol
Multiplicity ... 1
Largest force on an atom ... 0.088 hartree/bohr
HOMO level ... -12.88 eV
Energy above the lowest of the compared OMol25 structures with the same formula, charge and spin ... 85.1 kcal per mole
LUMO level ... -3.68 eV

No. 6
C6H19NSi2 in the gas phase in a non-equilibrium geometry, computed with wB97M-V/def2-TZVPD.

```
28
C6H19NSi2 (wB97M-V/def2-TZVPD)
C -1.6560 -2.4641 1.2341
Si -0.8259 -1.4788 -0.1380
C 1.0206 -1.8871 0.2105
C -1.2633 -1.7521 -1.9302
N -1.0454 0.2276 0.3963
Si 0.3345 1.3841 0.1990
C 1.5995 1.7005 1.4911
C -0.4118 3.0911 0.1970
C 0.9933 1.2344 -1.5652
H -2.7294 -2.7026 0.9189
H -1.1468 -3.3777 1.3492
H -1.6251 -2.0533 2.1845
H 1.4633 -1.1457 0.8716
H 1.4478 -2.8591 0.5832
H 1.4968 -1.8490 -0.7701
H -1.1390 -2.7585 -2.0889
H -0.4375 -1.3389 -2.5372
H -2.2801 -1.4627 -2.2180
H -0.9301 0.0715 1.4139
H 2.4450 1.0691 1.3328
H 1.2667 1.5886 2.5293
H 1.9002 2.8414 1.3759
H 0.2267 3.9571 -0.0701
H -1.2712 3.0496 -0.5246
H -0.8176 3.3598 1.1843
H 1.8827 1.8088 -1.6302
H 1.2280 0.2266 -1.6997
H 0.2739 1.5195 -2.2993
```

Output
E ... -873.80194 Ha
Molar mass ... 161.40 g/mol
Multiplicity ... 1
Largest force on an atom ... 0.077 hartree/bohr
HOMO level ... -9.31 eV
Energy above the lowest of the compared OMol25 structures with the same formula, charge and spin ... 27.4 kcal per mole
LUMO level ... 0.77 eV